No. 1
{
  "formula": "C3H8S2Si",
  "method": "ωB97M-V/def2-TZVPD",
  "homo_lumo_gap_ev": 9.4,
  "charge": 0,
  "e_lumo_ha": 0.0256,
  "relative_energy_kcal_mol": 16.7,
  "total_energy_ev": -32787.4788,
  "homo_energy_ev": -8.66,
  "smiles": "[SiH3]C1SCCS1",
  "elements": ["S", "S", "Si", "C", "C", "C", "H", "H", "H", "H", "H", "H", "H", "H"],
  "coordinates": [[0.160, -0.621, 1.414], [-0.428, -0.241, -1.462], [-1.332, 2.089, 0.564], [0.624, -1.911, 0.278], [-0.085, 0.631, 0.176], [0.948, -1.342, -1.071], [1.393, -2.459, 0.841], [-2.651, 1.612, 1.182], [-1.400, 2.973, -0.585], [1.808, -0.711, -0.970], [-0.318, -2.506, 0.147], [0.854, 1.310, -0.118], [1.021, -2.009, -1.893], [-0.593, 3.185, 1.496]]
}

---

No. 2
{
  "formula": "C8H17IN3",
  "method": "ωB97M-V/def2-TZVPD",
  "homo_lumo_gap_ev": 8.8,
  "charge": 1,
  "e_lumo_ha": -0.1217,
  "relative_energy_kcal_mol": 0.0,
  "total_energy_ev": -21134.3251,
  "homo_energy_ev": -12.15,
  "elements": ["I", "N", "N", "N", "C", "C", "C", "C", "C", "C", "C", "C", "H", "H", "H", "H", "H", "H", "H", "H", "H", "H", "H", "H", "H", "H", "H", "H", "H"],
  "coordinates": [[-0.875, -0.687, 2.822], [0.820, 1.589, 1.720], [0.555, -1.847, 0.382], [-0.804, 0.546, -0.030], [-2.254, 2.182, -1.128], [0.424, 0.317, 1.343], [-0.975, 2.025, -0.230], [1.382, 0.147, -0.824], [1.187, -3.157, 0.414], [-0.399, -1.562, -0.734], [1.353, -0.617, 0.560], [-0.109, -0.138, -1.123], [-2.321, 1.373, -1.784], [-3.135, 2.078, -0.597], [-1.396, -1.616, -0.249], [-0.459, 0.367, -2.101], [-0.051, 2.357, -0.606], [1.986, -0.304, -1.637], [-0.049, -2.209, -1.534], [-2.213, 3.195, -1.502], [0.767, -3.802, -0.374], [-1.592, 0.039, 0.358], [1.827, 1.719, 1.703], [-1.210, 2.440, 0.789], [2.247, -0.835, 1.099], [2.188, -3.161, 0.319], [0.312, 2.048, 2.467], [1.765, 1.174, -0.847], [1.030, -3.662, 1.326]]
}

---

No. 3
{
  "formula": "H10O5",
  "method": "ωB97M-V/def2-TZVPD",
  "homo_lumo_gap_ev": 11.0,
  "charge": 0,
  "e_lumo_ha": 0.0166,
  "relative_energy_kcal_mol": 18.9,
  "total_energy_ev": -10400.0293,
  "homo_energy_ev": -10.58,
  "smiles": "O.O.O.O.O",
  "elements": ["O", "O", "O", "O", "O", "H", "H", "H", "H", "H", "H", "H", "H", "H", "H"],
  "coordinates": [[-0.908, 1.346, 0.665], [1.533, 1.691, -0.403], [-2.403, -0.017, -1.007], [2.203, -1.139, -0.532], [-0.573, -1.383, 0.507], [2.225, 1.998, 0.298], [-1.903, -0.789, -0.625], [-0.940, -1.778, 1.370], [1.437, -1.474, -0.005], [-0.549, -0.411, 0.644], [1.807, 0.723, -0.351], [-0.116, 1.787, 0.183], [-1.502, 0.933, -0.041], [-3.318, -0.225, -0.752], [3.007, -1.261, 0.048]]
}

---

No. 4
{
  "formula": "C20H18N5S4SbW",
  "method": "ωB97M-V/def2-TZVPD",
  "homo_lumo_gap_ev": [5.4, 6.2],
  "charge": 0,
  "spin_multiplicity": 3,
  "e_lumo_ha": [-0.0456, -0.0424],
  "total_energy_ev": -80185.0348,
  "homo_energy_ev": [-6.66, -7.34],
  "elements": ["W", "Sb", "S", "S", "S", "S", "N", "N", "N", "N", "N", "C", "C", "C", "C", "C", "C", "C", "C", "C", "C", "C", "C", "C", "C", "C", "C", "C", "C", "C", "C", "H", "H", "H", "H", "H", "H", "H", "H", "H", "H", "H", "H", "H", "H", "H", "H", "H", "H"],
  "coordinates": [[-11.672, -4.286, 11.070], [-11.534, -1.101, 10.932], [-11.080, -3.021, 9.425], [-9.886, 0.536, 10.621], [-13.618, -0.731, 10.036], [-11.308, -2.662, 12.845], [-13.649, -4.112, 11.562], [-14.520, -3.997, 10.498], [-10.402, -5.739, 11.865], [-12.464, -5.879, 10.027], [-10.772, -7.104, 12.089], [-13.208, -5.355, 8.954], [-15.510, -3.038, 12.270], [-13.565, -5.026, 6.559], [-15.696, -3.485, 10.940], [-13.351, -9.670, 11.645], [-8.990, -6.635, 13.342], [-14.900, -3.812, 8.088], [-14.442, -3.942, 6.774], [-15.023, -3.025, 5.722], [-13.643, -11.136, 12.037], [-14.241, -3.570, 12.627], [-9.965, -7.584, 13.103], [-12.806, -7.043, 10.712], [-11.851, -7.772, 11.520], [-12.845, -5.616, 7.634], [-14.120, -7.543, 10.706], [-12.049, -9.171, 11.710], [-9.230, -5.550, 12.520], [-14.426, -8.796, 11.266], [-14.249, -4.451, 9.234], [-10.147, -8.480, 13.677], [-14.783, -11.263, 12.265], [-12.072, -6.396, 7.378], [-8.776, -4.593, 12.471], [-13.341, -5.271, 5.511], [-13.173, -11.347, 12.998], [-15.463, -9.159, 11.372], [-16.080, -2.398, 12.918], [-14.977, -3.476, 4.694], [-14.893, -6.905, 10.272], [-8.097, -6.691, 13.943], [-16.520, -3.317, 10.271], [-11.234, -9.825, 11.966], [-15.690, -3.073, 8.317], [-16.073, -2.750, 5.975], [-13.245, -11.843, 11.276], [-14.580, -2.058, 5.619], [-13.726, -3.440, 13.542]]
}

---

No. 5
{
  "formula": "C17H37Cl2O15PS3",
  "method": "ωB97M-V/def2-TZVPD",
  "homo_lumo_gap_ev": 9.1,
  "charge": 0,
  "e_lumo_ha": -0.0084,
  "total_energy_ev": -115778.6217,
  "homo_energy_ev": -9.36,
  "smiles": "C/C(Cl)=C(/Cl)O[P@](=O)(O)OCCCCOC=O.CCOS(C)(=O)=O.CCOS(C)(=O)=O.CCOS(C)(=O)=O",
  "elements": ["Cl", "Cl", "S", "S", "S", "P", "O", "O", "O", "O", "O", "O", "O", "O", "O", "O", "O", "O", "O", "O", "O", "C", "C", "C", "C", "C", "C", "C", "C", "C", "C", "C", "C", "C", "C", "C", "C", "C", "H", "H", "H", "H", "H", "H", "H", "H", "H", "H", "H", "H", "H", "H", "H", "H", "H", "H", "H", "H", "H", "H", "H", "H", "H", "H", "H", "H", "H", "H", "H", "H", "H", "H", "H", "H", "H"],
  "coordinates": [[1.276, -2.762, -0.914], [1.270, 0.392, -1.480], [4.164, 3.627, -5.683], [-3.068, -9.112, -0.152], [2.210, 5.517, 1.614], [-0.435, 1.125, 1.650], [-2.800, -3.729, 1.234], [4.236, 5.024, -6.021], [-2.146, -9.536, 0.866], [-1.106, -0.315, 2.220], [4.718, 3.423, -4.179], [1.210, 0.765, 1.286], [-2.301, -8.120, -1.171], [-1.095, 1.514, 0.313], [-4.351, -8.547, 0.173], [2.381, 6.251, 0.389], [2.952, 2.870, -5.838], [3.334, 5.015, 2.361], [-4.865, -2.649, 1.615], [1.262, 6.373, 2.607], [-0.496, 2.422, 2.748], [1.275, -1.598, 0.488], [2.781, 3.644, -2.715], [-3.306, -10.451, -1.287], [4.133, 4.193, -3.127], [-3.532, -0.707, 0.607], [5.471, 2.771, -6.515], [1.250, -0.204, 0.243], [-4.016, -3.763, 1.472], [-1.022, -6.586, 0.227], [1.293, -2.225, 1.942], [2.076, 8.668, 2.494], [1.848, 7.439, 3.354], [-2.134, -6.753, -0.789], [-3.602, 0.107, 1.978], [-2.349, -0.109, 2.945], [-4.772, -1.738, 0.489], [1.079, 4.187, 1.322], [2.846, 2.574, -2.503], [1.861, -3.210, 2.014], [-1.289, -7.046, 1.182], [0.904, 3.658, 2.250], [1.162, 8.943, 1.962], [-4.526, -0.240, 2.566], [6.403, 3.311, -6.359], [2.400, 9.512, 3.106], [-2.253, 0.704, 3.753], [-3.690, 1.229, 1.787], [1.533, 3.519, 0.590], [-2.597, -1.333, 0.468], [-1.876, -6.203, -1.696], [-3.580, 0.049, -0.248], [2.845, 8.483, 1.740], [2.409, 4.160, -1.827], [2.777, 7.112, 3.830], [4.817, 4.137, -2.278], [1.680, -1.440, 2.677], [-3.963, -10.121, -2.090], [0.221, -2.466, 2.284], [-3.763, -11.275, -0.741], [5.228, 2.740, -7.577], [-3.075, -6.339, -0.417], [1.146, 7.686, 4.153], [-0.821, -5.528, 0.408], [4.061, 5.246, -3.414], [-0.104, -7.069, -0.118], [-4.799, -2.232, -0.531], [0.150, 4.597, 0.927], [5.537, 1.758, -6.118], [-5.712, -1.077, 0.544], [2.045, 3.771, -3.512], [-4.480, -4.800, 1.645], [-2.539, -1.079, 3.533], [-1.446, 2.599, 2.924], [-2.336, -10.756, -1.679]]
}

---

No. 6
{
  "formula": "C12H14NO2",
  "method": "ωB97M-V/def2-TZVPD",
  "homo_lumo_gap_ev": [6.4, 6.4],
  "charge": -1,
  "e_lumo_ha": [0.1238, 0.1238],
  "relative_energy_kcal_mol": 67.4,
  "total_energy_ev": -18255.7275,
  "homo_energy_ev": [-3.07, -3.07],
  "smiles": "CCC/C=c1\\cccc\\c1=C/NC(=O)[O-]",
  "elements": ["O", "O", "N", "C", "C", "C", "C", "C", "C", "C", "C", "C", "C", "C", "C", "H", "H", "H", "H", "H", "H", "H", "H", "H", "H", "H", "H", "H", "H"],
  "coordinates": [[5.661, -0.773, 0.489], [4.183, -1.924, -0.718], [3.575, 0.123, 0.254], [-1.601, -1.675, -0.792], [4.614, -1.022, -0.100], [-0.925, 2.585, -0.425], [0.164, 3.106, 0.341], [-2.508, -2.131, 0.350], [2.328, 0.066, -0.075], [-3.303, -0.912, 0.945], [-0.289, -1.021, -0.325], [-1.062, 1.258, -0.769], [1.231, 2.246, 0.457], [1.229, 0.921, 0.053], [-0.041, 0.332, -0.405], [2.250, 2.711, 0.785], [-3.255, -2.750, -0.068], [-2.067, -2.632, 1.154], [-1.640, 3.475, -0.757], [-2.787, -0.552, 1.716], [4.138, 0.801, 0.768], [-4.325, -1.024, 1.312], [0.456, -1.771, -0.006], [2.180, -0.750, -0.650], [-3.285, -0.150, 0.163], [-1.819, 0.992, -1.406], [0.177, 4.127, 0.545], [-1.986, -1.063, -1.535], [-1.291, -2.595, -1.301]]
}